No. 1
DFT (ωB97M-V/def2-TZVPD) results for a gas-phase ion, C3H5O2S (charge -1).

```
! RIJCOSX wB97M-V def2-TZVPD def2/J DEFGRID3
* xyz -1 1
O 0.3511 1.0373 1.9304
C 0.8128 1.2016 0.7781
O 1.9234 1.6310 0.4013
C -0.1247 0.6605 -0.3430
C 0.1256 -0.8663 -0.3804
S -1.4231 -1.7487 -0.9448
H 0.0772 1.1991 -1.2689
H -1.1999 0.8019 -0.1138
H 0.3817 -1.0514 0.6503
H 0.9219 -1.1842 -1.0388
H -1.8460 -1.6808 0.3296
*
```

Results
Orbital gap ... 7.276 eV
E_LUMO ... 0.1187 hartree
SMILES ... O=C([O-])CCS

---

No. 2
DFT (ωB97M-V/def2-TZVPD) results for a gas-phase ion, C3H5O2S2 (charge -1).

```
! RIJCOSX wB97M-V def2-TZVPD def2/J DEFGRID3
* xyz -1 1
C 0.2651 -0.4938 0.5856
C 0.0532 0.3843 -0.4229
C 1.6246 -0.9371 0.8919
O -2.4327 0.8964 0.4305
O -1.4190 2.3418 -1.3161
S -2.2730 -0.2221 -2.2365
S -1.7010 0.9848 -0.8408
H -0.6183 -0.7652 1.1238
H 0.8155 0.9236 -0.9571
H 2.0882 -1.0846 0.0072
H 2.1396 -0.0463 1.3584
H 1.4578 -1.9818 1.3761
*
```

Results
Orbital gap ... 7.762 eV
E_LUMO ... 0.1353 hartree
SMILES ... C/C=C/S(=O)(=O)[S-]

---

No. 3
DFT (ωB97M-V/def2-TZVPD) results for a gas-phase ion, C3H5O2S2 (charge -1).

```
! RIJCOSX wB97M-V def2-TZVPD def2/J DEFGRID3
* xyz -1 1
C -0.3626 0.5480 0.0883
C 0.1416 -0.6066 0.3839
C -0.8450 1.5275 1.1359
O 1.0318 -2.9725 -0.9664
O -0.1948 -1.2538 -2.2987
S 2.4974 -0.5359 -1.5856
S 0.8399 -1.5300 -1.3176
H -0.4862 0.5669 -1.0340
H 0.4358 -0.7789 1.3779
H -0.4392 2.5338 1.1448
H -1.8618 1.4864 0.9028
H -0.7569 1.0152 2.1687
*
```

Results
Orbital gap ... 7.822 eV
E_LUMO ... 0.1345 hartree
SMILES ... C/C=C/S(=O)(=O)[S-]

---

No. 4
DFT (ωB97M-V/def2-TZVPD) results for 2 unconnected molecules or ions with the total composition C3H5O2S3.

```
! RIJCOSX wB97M-V def2-TZVPD def2/J DEFGRID3
* xyz -1 1
C 0.0641 -0.9281 1.7347
C 0.0662 2.3023 -1.9918
C -0.3031 -1.8203 0.5903
O 0.9438 -0.0140 1.4922
O -0.2802 -1.1925 2.9037
S -1.0899 -3.2659 1.2008
S -0.0861 -1.3004 -1.0036
S 1.8085 1.9369 -1.5154
H -0.2464 2.8825 -2.9058
H -0.5549 2.7352 -1.2588
H -0.2404 1.2633 -2.0551
H -0.9490 -2.7102 2.3134
H 0.8675 0.1110 0.4954
*
```

Results
Orbital gap ... 4.050 eV
E_LUMO ... 0.0516 hartree

---

No. 5
DFT (ωB97M-V/def2-TZVPD) results for a molecular structure, C3H5O3Pt.

```
! RIJCOSX wB97M-V def2-TZVPD def2/J DEFGRID3
* xyz 1 3
O -0.4016 0.5095 -0.4911
C 0.7980 0.0475 -0.2290
C -1.3367 0.0392 0.5028
O 1.8009 0.4319 -0.8190
O 0.8474 -0.7060 0.8306
C -0.4888 -0.9335 1.3327
H -2.1715 -0.4408 -0.0146
H -1.6842 0.9078 1.0712
H -0.7400 -1.9845 1.1557
H -0.4907 -0.7110 2.4044
H 1.7689 1.5125 -3.6267
Pt 2.0981 1.3273 -2.1169
*
```

Results
Orbital gap (alpha / beta) ... 10.043 / 7.970 eV
E_LUMO (alpha / beta) ... -0.1415 / -0.2592 hartree
⟨S²⟩ ... 2.00

---

No. 6
DFT (ωB97M-V/def2-TZVPD) results for a molecular structure, C3H5O3Pt.

```
! RIJCOSX wB97M-V def2-TZVPD def2/J DEFGRID3
* xyz 1 3
O 1.4243 -1.0006 0.3402
C -1.3231 -1.3081 0.4294
C 1.4519 -1.2775 1.7001
O -1.5975 -1.9579 -0.5526
O -0.9137 -1.7865 1.5867
C 0.0775 -1.0281 2.3031
H 2.1729 -0.6514 2.2573
H 1.7228 -2.3365 1.8644
H -0.1678 0.0423 2.2214
H 0.0325 -1.3700 3.3440
H -1.1343 -0.1606 0.2278
Pt 1.5672 0.2741 -0.7023
*
```

Results
Orbital gap (alpha / beta) ... 7.594 / 6.044 eV
E_LUMO (alpha / beta) ... -0.2483 / -0.3039 hartree
⟨S²⟩ ... 2.01

---

No. 7
DFT (ωB97M-V/def2-TZVPD) results for 2 unconnected molecules or ions with the total composition C3H5O3S3.

```
! RIJCOSX wB97M-V def2-TZVPD def2/J DEFGRID3
* xyz -1 1
C 1.3741 0.2325 -0.6045
C -1.7609 0.9410 0.4400
C -1.4542 1.6097 1.5431
O 0.4230 -2.2499 -1.5497
O 0.4185 -1.7784 0.8974
O 2.6545 -2.1543 -0.2258
S 1.6706 0.5309 -2.1638
S -1.2473 3.3186 1.6767
S 1.2597 -1.5813 -0.2629
H -1.9572 1.3409 -0.6442
H -1.9585 -0.1652 0.4599
H 0.9563 0.8658 0.1725
H -1.3704 1.0854 2.5619
H 0.9917 -1.9957 -2.3007
*
```

Results
Orbital gap (alpha / beta) ... 4.129 / 3.833 eV
E_LUMO (alpha / beta) ... 0.0404 / 0.0352 hartree

---

No. 8
DFT (ωB97M-V/def2-TZVPD) results for a molecular structure, C3H5O3Tl.

```
! RIJCOSX wB97M-V def2-TZVPD def2/J DEFGRID3
* xyz 1 2
H 0.3545 -1.4190 -1.5638
O -1.0872 0.7723 -0.6714
C -0.6414 -0.2902 -0.2832
C 0.9856 -2.6817 0.1494
O 0.2367 -0.3907 0.6704
O -0.4526 -1.6699 -1.0980
C 0.5360 -1.7196 1.1965
H 1.9343 -2.4316 -0.3345
H 0.6375 -3.7110 0.2724
H 1.3188 -1.5280 1.9427
H -0.4049 -2.0692 1.6399
Tl -1.2916 3.1551 -0.0453
*
```

Results
Orbital gap (alpha / beta) ... 6.243 / 10.684 eV
E_LUMO (alpha / beta) ... -0.1736 / -0.1736 hartree
⟨S²⟩ ... 0.75

---

The relative energy (zero: lowest compared OMol25 entry of this formula, charge and spin) results, record by record, are as follows: 0.363; 1.760; 2.189; 1.313; 0.297; 0.579; 2.229; 0.808 eV.
The E_tot results, record by record, are as follows: -18123.665; -28957.652; -28957.223; -39792.610; -12567.610; -12567.328; -41838.601; -14018.127 eV.